{"formula": "CH11O7", "method": "ωB97M-V/def2-TZVPD", "elements": ["O", "C", "O", "H", "H", "H", "O", "H", "H", "O", "H", "H", "O", "H", "H", "O", "H", "H", "O"], "positions_angstrom": [[-0.417, 0.583, -2.195], [-0.103, 1.526, -1.405], [0.183, 1.413, -0.201], [0.071, 2.532, -1.795], [2.637, -0.774, -2.235], [1.451, -0.783, -1.410], [2.040, -1.437, -1.862], [-1.832, 0.859, 2.669], [-1.942, -0.479, 2.213], [-2.552, 0.244, 2.456], [-0.992, -0.927, -1.585], [-0.409, -2.193, -0.928], [-1.130, -1.560, -0.832], [0.241, 0.711, 3.049], [1.134, 0.966, 1.706], [1.081, 0.950, 2.668], [-0.063, -0.811, 0.355], [1.550, -0.780, 0.480], [0.742, -1.163, 0.817]], "total_charge": -1, "homo_lumo_gap_ev": 9.108, "fmax_ha_per_bohr": 0.0387, "e_homo_ev": -5.539, "e_above_lowest_kcal_mol": 29.4}

---

{"formula": "CH12Ba3O9", "method": "ωB97M-V/def2-TZVPD", "elements": ["Ba", "Ba", "Ba", "C", "O", "O", "O", "O", "H", "H", "O", "H", "H", "O", "H", "H", "O", "H", "H", "O", "H", "H", "O", "H", "H"], "positions_angstrom": [[1.749, 0.716, -2.086], [-1.501, -1.661, -1.468], [0.995, 3.033, 0.626], [-0.086, 0.234, -0.444], [0.337, -0.527, -1.325], [0.462, 1.242, -0.091], [-1.246, -0.015, -0.042], [2.139, -1.374, -2.279], [2.562, -2.003, -2.863], [1.915, -1.882, -1.500], [-0.959, 2.671, -0.069], [-1.820, 2.535, 0.326], [-0.590, 1.791, -0.148], [-2.545, 1.323, 0.610], [-3.081, 0.715, 1.119], [-1.900, 0.766, 0.174], [1.516, -0.198, 1.840], [0.591, -0.218, 2.085], [1.513, 0.008, 0.905], [-0.937, -0.194, 2.006], [-0.988, -0.067, 1.059], [-1.691, -0.745, 2.215], [1.576, -2.068, -0.262], [0.962, -1.469, -0.687], [1.027, -2.616, 0.299]], "total_charge": 4, "homo_lumo_gap_ev": 8.544, "fmax_ha_per_bohr": 0.3019, "e_homo_ev": -23.976, "e_above_lowest_kcal_mol": 574.4}

---

{"formula": "CH12BrN2O5Pt", "method": "ωB97M-V/def2-TZVPD", "elements": ["Pt", "Br", "C", "O", "N", "N", "H", "H", "H", "H", "O", "H", "H", "O", "H", "H", "O", "H", "H", "O", "H", "H"], "positions_angstrom": [[-1.392, -1.527, 0.573], [-4.440, -3.959, 1.234], [2.024, 2.047, -0.325], [1.251, 1.200, 0.008], [2.539, 1.991, -1.529], [2.310, 3.121, 0.390], [3.060, 2.768, -1.911], [2.327, 1.149, -2.044], [2.957, 3.794, 0.005], [1.930, 3.417, 1.277], [0.590, -2.837, -2.314], [0.755, -2.384, -3.141], [1.254, -3.526, -2.282], [-3.106, -0.243, -1.868], [-3.905, -0.614, -2.243], [-3.127, 0.679, -2.125], [0.695, -2.861, 2.706], [0.572, -3.592, 3.311], [1.645, -2.777, 2.621], [-2.602, 1.018, 2.425], [-2.541, 1.336, 3.325], [-2.795, 1.799, 1.906]], "total_charge": 1, "homo_lumo_gap_ev": [6.583, 5.881], "fmax_ha_per_bohr": 0.0749, "s_squared": 2.0266, "e_homo_ev": [-12.384, -12.385], "spin_multiplicity": 3, "e_above_lowest_kcal_mol": 123.2}

---

{"formula": "CH12NO3", "method": "ωB97M-V/def2-TZVPD", "elements": ["C", "N", "H", "H", "H", "H", "H", "H", "H", "H", "O", "H", "H", "O", "H", "H", "O"], "positions_angstrom": [[-1.686, -0.158, -0.319], [-0.227, -0.107, -0.169], [-1.999, -1.097, -0.817], [-2.188, -0.106, 0.662], [-2.005, 0.788, -0.890], [0.255, -0.153, -1.110], [0.154, -0.957, 0.238], [0.206, 0.751, 0.320], [-0.471, 2.787, 0.893], [0.941, 2.781, 1.145], [0.301, 2.241, 0.643], [-0.020, -1.071, 2.760], [1.111, -1.895, 2.155], [0.145, -1.837, 2.186], [1.759, -1.049, -2.395], [1.281, 0.142, -3.259], [1.131, -0.297, -2.411]], "homo_lumo_gap_ev": [3.085, 11.975], "fmax_ha_per_bohr": 0.0368, "s_squared": 0.7504, "e_homo_ev": [-2.725, -11.646], "spin_multiplicity": 2, "e_above_lowest_kcal_mol": 9.8}

---

{"formula": "CH12NO3", "method": "ωB97M-V/def2-TZVPD", "elements": ["C", "N", "H", "H", "H", "H", "H", "H", "H", "H", "O", "H", "H", "O", "H", "H", "O"], "positions_angstrom": [[1.756, 0.358, 0.840], [0.434, 0.490, 0.190], [2.511, 0.993, 0.365], [2.035, -0.693, 0.714], [1.606, 0.573, 1.882], [-0.376, 1.135, 0.596], [0.581, 0.858, -0.745], [0.003, -0.424, 0.040], [-0.534, -3.153, 0.499], [-1.699, -2.294, -0.019], [-0.786, -2.250, 0.286], [-0.077, -1.794, -2.741], [-0.092, -0.413, -3.424], [-0.253, -0.861, -2.587], [-1.846, 2.133, 2.069], [-1.774, 3.101, 0.856], [-1.490, 2.240, 1.180]], "total_charge": 1, "homo_lumo_gap_ev": 12.342, "fmax_ha_per_bohr": 0.0470, "e_homo_ev": -15.256, "e_above_lowest_kcal_mol": 12.1}

---

{"formula": "CH12Na4O9", "method": "ωB97M-V/def2-TZVPD", "elements": ["Na", "Na", "Na", "Na", "C", "O", "O", "O", "O", "H", "H", "O", "H", "H", "O", "H", "H", "O", "H", "H", "O", "H", "H", "O", "H", "H"], "positions_angstrom": [[0.837, 0.676, -2.257], [-0.162, -0.731, 3.319], [-3.470, -1.296, -0.097], [-2.131, 1.585, 2.112], [-0.689, -0.319, 0.461], [-0.864, -0.312, -0.801], [-1.435, -1.017, 1.244], [0.215, 0.409, 1.021], [-0.590, -3.756, 0.864], [-0.020, -3.590, 0.104], [-0.895, -2.884, 1.159], [1.351, 2.706, -0.945], [0.851, 2.407, -0.180], [1.997, 3.330, -0.588], [2.889, -0.505, 1.215], [2.015, -0.073, 1.275], [2.993, -1.058, 1.999], [0.717, 2.518, 2.573], [1.357, 2.309, 3.269], [0.746, 1.756, 1.969], [-1.841, 1.297, -2.839], [-1.498, 0.703, -2.157], [-2.330, 0.725, -3.445], [-0.148, -1.419, -3.396], [-0.325, -1.267, -2.457], [0.431, -2.194, -3.422]], "total_charge": 2, "homo_lumo_gap_ev": 8.742, "fmax_ha_per_bohr": 0.0349, "e_homo_ev": -16.757, "e_above_lowest_kcal_mol": 0.0}

---

{"formula": "CH12Na5O9", "method": "ωB97M-V/def2-TZVPD", "elements": ["Na", "Na", "Na", "Na", "Na", "C", "O", "O", "O", "O", "H", "H", "O", "H", "H", "O", "H", "H", "O", "H", "H", "O", "H", "H", "O", "H", "H"], "positions_angstrom": [[-1.054, 3.006, 0.069], [0.205, -1.478, 2.520], [1.579, 0.623, -2.718], [2.075, -2.439, -1.111], [-1.670, -2.345, -0.322], [-0.127, 0.195, -0.435], [0.713, 1.094, -0.307], [0.052, -0.749, -1.204], [-1.082, 0.182, 0.387], [-0.302, -1.814, -3.699], [-0.325, -1.494, -2.797], [-1.129, -1.518, -4.079], [-3.685, 0.246, -2.071], [-3.434, -0.651, -2.291], [-3.026, 0.531, -1.437], [-2.527, -0.773, 2.429], [-2.009, -0.386, 1.724], [-2.699, -0.046, 3.028], [2.754, 2.052, 1.174], [2.108, 1.607, 0.625], [3.375, 2.432, 0.553], [3.275, -0.806, 0.613], [3.045, -1.113, 1.490], [3.355, 0.144, 0.704], [-0.028, 1.147, 2.717], [0.900, 1.356, 2.613], [-0.341, 0.997, 1.825]], "total_charge": 4, "homo_lumo_gap_ev": [8.311, 3.738], "fmax_ha_per_bohr": 0.0396, "s_squared": 0.7578, "e_homo_ev": [-23.586, -23.441], "spin_multiplicity": 2}

---

{"formula": "CH12Na7O9", "method": "ωB97M-V/def2-TZVPD", "elements": ["Na", "Na", "Na", "Na", "Na", "Na", "Na", "C", "O", "O", "O", "O", "H", "H", "O", "H", "H", "O", "H", "H", "O", "H", "H", "O", "H", "H", "O", "H", "H"], "positions_angstrom": [[3.488, 0.545, -1.094], [0.823, -1.057, 3.166], [2.245, 3.710, -0.494], [2.263, 2.015, 2.656], [-0.680, 3.398, 0.898], [0.293, 2.519, -2.682], [3.876, -1.157, 1.653], [0.727, 0.508, 0.333], [-0.083, -0.395, 0.518], [1.911, 0.437, 0.955], [0.404, 1.654, -0.289], [-0.959, -1.869, -1.974], [-0.613, -1.818, -1.077], [-1.419, -1.034, -2.134], [-1.800, 1.029, -2.140], [-2.301, 1.852, -2.242], [-1.301, 1.083, -1.317], [-2.765, -1.655, 2.515], [-2.432, -1.060, 1.835], [-3.220, -2.337, 2.001], [1.531, -2.747, 1.447], [1.430, -3.563, 0.925], [0.940, -2.122, 0.991], [-2.451, 1.382, 1.328], [-2.002, 1.465, 2.179], [-1.877, 0.859, 0.751], [1.643, -0.317, -2.785], [0.960, -0.756, -2.240], [1.369, -0.570, -3.686]], "total_charge": 5, "homo_lumo_gap_ev": 4.337, "fmax_ha_per_bohr": 0.0350, "e_homo_ev": -23.164, "e_above_lowest_kcal_mol": 0.0}